The following is a DFT calculation (ωB97M-V/def2-TZVPD) of a molecular structure, C39H44Cl2N3OP3Zr in a non-equilibrium geometry.

Geometry as XYZ:
```
93
Properties=species:S:1:pos:R:3:forces:R:3:mulliken_charge:R:1
P 1.4107 0.9804 -3.1119 0.34 0.62 -1.89 0.1132
C 3.0760 1.0771 -3.9154 0.54 -0.20 0.32 0.4072
C 3.4438 0.3925 -5.0872 0.03 0.31 0.12 0.1967
H 2.7689 -0.3378 -5.5367 0.15 0.28 0.08 0.3005
C 4.6739 0.6595 -5.7018 -0.07 0.03 0.25 -0.6956
H 4.9285 0.1509 -6.6347 -0.05 0.16 0.34 0.4162
C 5.5648 1.5715 -5.1280 -0.25 -0.01 0.12 -0.5019
H 6.5154 1.7903 -5.6181 -0.30 -0.08 0.18 0.3944
C 5.2380 2.1974 -3.9175 -0.05 -0.08 -0.06 -0.6926
H 5.9397 2.8931 -3.4526 -0.20 -0.24 -0.16 0.3984
C 4.0111 1.9397 -3.3043 -0.18 -0.27 -0.46 -0.2742
H 3.7559 2.4191 -2.3566 0.10 0.01 -0.26 0.3185
C 0.6713 -0.3948 -4.1066 -0.17 -0.40 0.22 0.3953
C 0.9505 -1.7072 -3.6712 -0.21 0.22 -0.32 -0.4567
H 1.4786 -1.8547 -2.7252 -0.01 0.00 -0.27 0.4046
C 0.5957 -2.8040 -4.4573 -0.05 0.01 0.05 -0.5516
H 0.8375 -3.8125 -4.1145 -0.06 0.28 -0.17 0.4649
C -0.0526 -2.6112 -5.6829 0.04 0.11 0.12 -0.6660
H -0.3017 -3.4689 -6.3109 0.07 0.27 0.21 0.4188
C -0.3812 -1.3184 -6.0975 0.02 0.02 0.22 -0.6361
H -0.8996 -1.1572 -7.0455 0.16 -0.08 0.32 0.4327
C -0.0413 -0.2157 -5.3053 0.09 -0.15 0.08 -0.2424
H -0.3156 0.7873 -5.6365 0.17 -0.28 0.07 0.3125
C 0.6031 2.4136 -3.9614 -0.26 0.45 0.33 0.0750
C 1.1374 3.0853 -5.0759 -0.27 -0.11 0.06 -0.2253
H 2.1412 2.8509 -5.4349 -0.34 -0.01 0.08 0.2631
C 0.3783 4.0507 -5.7495 -0.04 -0.11 0.28 -0.6284
H 0.7941 4.5384 -6.6347 -0.16 -0.14 0.33 0.4192
C -0.9010 4.3829 -5.2926 0.11 -0.20 0.12 -0.5501
H -1.4988 5.1213 -5.8307 0.20 -0.22 0.21 0.3876
C -1.4083 3.7728 -4.1380 0.07 -0.02 -0.04 -0.6807
H -2.3975 4.0458 -3.7649 0.32 -0.03 -0.11 0.4009
C -0.6559 2.8092 -3.4622 0.34 0.03 -0.51 -0.0531
H -1.0389 2.3524 -2.5459 0.00 0.10 -0.23 0.3769
Zr 0.6876 -0.4180 2.1800 0.78 -0.48 2.58 -0.5719
C -1.3856 -1.3332 1.7391 -0.19 0.04 -0.63 -0.0647
C -1.8323 -1.5630 0.4941 -0.09 0.12 0.43 -0.3165
H -1.9676 -1.6730 2.6064 0.08 0.07 -0.43 0.0694
C -0.9777 -1.1220 -0.6905 -1.21 -0.05 -0.54 1.6190
O -1.8009 -0.2948 -1.5440 0.87 -0.48 0.33 -0.4935
H -1.2993 -0.0616 -2.3515 -0.16 -0.24 0.24 0.0877
C 0.2288 -0.3788 -0.2246 1.73 1.37 0.00 -0.7343
H -0.6485 -2.0194 -1.2562 0.14 0.44 0.15 0.1882
C 1.2041 0.3929 -0.2168 -2.15 -1.49 -1.17 -0.3355
Cl 0.2017 -1.5941 4.2806 0.11 0.22 -0.30 -0.3822
Cl 3.0977 -0.1693 2.3745 -0.46 0.09 -0.44 -0.3590
P 1.5189 -2.9847 1.7070 0.49 -0.49 0.00 1.2795
C 2.6093 -3.6496 3.0086 -0.03 0.21 0.12 -1.1454
H 2.0202 -3.8396 3.9127 0.16 0.01 -0.19 0.3802
H 3.3819 -2.9101 3.2459 -0.10 -0.21 -0.04 0.3499
H 3.0736 -4.5786 2.6532 -0.12 0.21 0.11 0.4363
C 0.3241 -4.3446 1.5176 -0.31 0.04 -0.06 -1.0228
H -0.3901 -4.1058 0.7195 0.15 -0.12 0.11 0.0372
H -0.2331 -4.4654 2.4550 0.13 -0.02 -0.18 0.3284
H 0.8532 -5.2761 1.2731 -0.17 0.24 0.11 0.5094
C 2.5565 -3.1515 0.2222 -0.01 0.08 -0.14 -1.0729
H 3.3582 -2.4036 0.2577 -0.12 -0.22 -0.04 0.3612
H 1.9504 -2.9736 -0.6748 0.17 -0.08 0.10 0.0663
H 2.9816 -4.1634 0.1915 -0.05 0.28 -0.11 0.5193
P -3.4631 -2.3254 0.1925 1.05 0.31 -0.11 1.5316
C -3.9584 -3.2303 1.6568 -0.19 -0.19 0.13 -1.2982
C -3.3073 -3.4648 -1.1839 -0.19 -0.15 -0.12 -1.3055
H -3.8236 -2.6182 2.5562 -0.12 -0.14 -0.24 0.4698
H -3.3699 -4.1532 1.7563 -0.12 0.30 -0.06 0.3838
H -5.0202 -3.4973 1.5601 0.25 0.06 0.05 0.4111
H -2.8712 -2.9519 -2.0505 -0.16 -0.09 0.17 0.3175
H -4.3095 -3.8343 -1.4414 0.28 0.02 -0.04 0.4849
H -2.6747 -4.3163 -0.8983 -0.15 0.24 -0.06 0.4330
C -4.6172 -1.0156 -0.1961 -0.26 0.08 -0.08 -1.2805
H -4.9938 -0.5707 0.7337 0.08 -0.08 -0.22 0.4261
H -5.4527 -1.4268 -0.7764 0.11 0.17 0.16 0.4496
H -4.0849 -0.2555 -0.7819 -0.19 -0.23 0.11 0.3221
H 1.9997 1.0378 -0.5788 -0.04 -0.23 0.81 0.6832
N -3.9581 4.0681 10.7872 1.45 -0.79 -2.02 -0.4270
C -3.3014 3.7181 9.8842 -1.40 0.72 1.96 -0.0515
C -2.4933 3.2998 8.7702 0.27 -0.08 -0.35 0.4048
C -3.0249 2.4385 7.7999 0.25 -0.17 -0.22 -1.0710
C -2.2589 2.0689 6.6917 0.08 0.46 0.36 -0.4210
C -0.9758 2.6108 6.5397 -0.74 0.40 1.05 1.9319
C -0.4067 3.4121 7.5379 -0.42 -0.13 0.02 -0.5149
C -1.1746 3.7597 8.6525 0.14 -0.13 -0.24 -0.9508
N -0.2654 2.3883 5.3449 0.76 -0.37 -1.58 0.2951
C 0.9249 3.0239 4.9511 -0.50 -0.75 -0.41 -0.3021
C 1.2997 2.4558 3.7743 -0.57 -0.48 0.46 -0.8809
N 0.3766 1.4543 3.4348 -0.75 0.77 0.45 -0.1655
C -0.5877 1.5000 4.3779 1.30 0.26 0.14 -0.3237
H -4.0417 2.0618 7.9077 0.30 0.10 0.01 0.4249
H -2.6640 1.3890 5.9426 -0.05 0.31 0.30 0.2952
H 0.6244 3.7570 7.4497 -0.42 -0.03 0.12 0.2782
H -0.7496 4.3987 9.4274 -0.15 -0.20 -0.23 0.4523
H 1.3820 3.7960 5.5355 0.03 0.09 -0.02 0.3769
H 2.1619 2.6466 3.1621 0.06 0.03 0.05 0.4608
H -1.4556 0.8566 4.4088 0.27 0.10 0.03 0.3848
```
Positions in Å, forces in eV/Å.

Properties
Energy relative to the best compared isomer or geometry (same formula, charge and spin) (kcal per mole): 0.0
Charge: +2
E (Eh): -3743.09070